(1)
Below is C4H11N3O2 as an isolated structure, with properties calculated with ωB97M-V with the def2-TZVPD basis set.

Structure (XYZ):
```
20
Properties=species:S:1:pos:R:3
C -2.074 1.038 -2.901
C -0.918 0.115 -0.799
N -1.003 -0.354 0.352
N -1.981 0.568 -1.523
N 0.204 -0.039 -1.691
H -1.913 -0.336 0.762
H 0.840 -1.374 0.670
H -2.757 0.746 -0.953
H 0.965 0.560 -1.781
H 0.540 -0.991 -1.374
H -1.084 0.973 -3.230
H -2.336 2.125 -3.059
H -2.813 0.431 -3.504
C 2.143 0.090 2.987
C 2.150 -1.278 2.345
O 0.927 -1.636 1.857
O 3.074 -1.990 2.199
H 1.676 0.199 4.068
H 1.286 0.635 2.510
H 3.074 0.517 3.065
```

Properties
- strongest force on any atom (eV/A) = 5.79
- gap between HOMO and LUMO (eV) = 9.80
- HOMO (Ha) = -0.3435
- LUMO level (eV) = 0.449
- energy above the lowest of the compared OMol25 structures with the same formula, charge and spin (kJ/mol) = 329.53
- total charge = 0

(2)
Below is C4H11N3S as an isolated structure, with properties calculated with ωB97M-V with the def2-TZVPD basis set.

Structure (XYZ):
```
19
Properties=species:S:1:pos:R:3
C -0.737 -1.976 0.747
C 0.400 -1.152 -0.117
C -0.219 0.097 -0.794
C -0.259 1.267 0.110
H -0.969 -2.889 -0.057
H -0.329 -2.327 1.975
H -1.605 -1.083 1.030
H 2.250 0.765 -0.546
H 0.331 0.484 -1.789
H -2.347 0.237 -0.488
H -1.589 0.501 -2.074
H -1.044 1.004 0.837
H -0.546 2.309 -0.256
H 0.977 2.458 1.490
H 1.693 0.693 1.018
N 1.678 -1.450 -0.018
N -1.678 -0.173 -1.221
N 1.067 1.602 0.743
S 2.927 -0.368 -0.588
```

Properties
- strongest force on any atom (eV/A) = 4.54
- gap between HOMO and LUMO (eV) = 9.41
- HOMO (Ha) = -0.3181
- LUMO level (eV) = 0.752
- energy above the lowest of the compared OMol25 structures with the same formula, charge and spin (kJ/mol) = 502.31
- total charge = 0

(3)
Below is C4H11N3S as an isolated structure, with properties calculated with ωB97M-V with the def2-TZVPD basis set.

Structure (XYZ):
```
19
Properties=species:S:1:pos:R:3
C -0.360 -0.991 -0.282
C -0.032 1.946 -1.185
C 1.328 -0.470 1.291
C 0.009 1.420 0.239
N 0.265 -2.243 -0.173
N 0.320 0.002 0.322
N -1.563 -0.753 -0.808
S -2.929 -0.034 0.764
H -0.932 1.710 -1.698
H -0.073 3.068 -1.066
H 0.791 1.521 -1.799
H 2.360 -0.569 1.076
H 1.175 0.126 2.286
H 0.923 -1.443 1.550
H 0.878 1.980 0.803
H -0.948 1.677 0.634
H 1.190 -2.333 -0.605
H -0.425 -2.959 -0.283
H -1.978 -1.655 -1.063
```

Properties
- strongest force on any atom (eV/A) = 4.36
- gap between HOMO and LUMO (eV) = 7.56
- HOMO (Ha) = -0.2782
- LUMO level (eV) = -0.010
- energy above the lowest of the compared OMol25 structures with the same formula, charge and spin (kJ/mol) = 278.05
- total charge = 0

(4)
Below is an isolated ion of composition C4H11N4 and charge +1, with properties calculated with ωB97M-V with the def2-TZVPD basis set.

Structure (XYZ):
```
19
Properties=species:S:1:pos:R:3
C -2.716 -0.709 -0.336
C -1.286 -0.527 0.075
N -0.885 0.026 1.163
N 0.247 0.483 1.579
C 1.137 0.889 0.406
N 0.655 2.013 -0.426
C 1.412 -0.341 -0.431
N 2.102 -1.423 -0.028
H -3.168 0.239 -0.160
H -3.168 -1.425 0.295
H -2.736 -1.056 -1.451
H -0.457 -0.564 -0.797
H 0.220 1.011 2.377
H 2.074 1.286 0.917
H -0.387 1.944 -0.597
H 0.680 2.847 0.152
H 1.234 -0.086 -1.486
H 2.462 -1.756 0.874
H 2.401 -2.111 -0.828
```

Properties
- strongest force on any atom (eV/A) = 5.49
- SMILES string = C/C=N/N[C@H](N)C=[NH2+]
- gap between HOMO and LUMO (eV) = 7.71
- HOMO (Ha) = -0.4732
- LUMO level (eV) = -5.167
- energy above the lowest of the compared OMol25 structures with the same formula, charge and spin (kJ/mol) = 423.00
- total charge = +1

(5)
Below is an isolated ion of composition C4H11N4 and charge +1, with properties calculated with ωB97M-V with the def2-TZVPD basis set.

Structure (XYZ):
```
19
Properties=species:S:1:pos:R:3
H 2.636 1.288 0.682
N 2.771 0.285 0.584
N 1.721 -0.244 0.940
C 0.603 -0.769 0.875
N -0.119 -1.431 1.684
C -0.305 -0.405 -0.711
C 0.706 -0.414 -1.804
N -0.775 0.897 -0.482
C -1.952 1.273 0.389
H -0.807 -2.191 1.404
H 0.317 -1.702 2.553
H -1.145 -1.197 -0.723
H 1.563 0.051 -1.398
H 0.384 0.260 -2.491
H 1.021 -1.375 -2.285
H -0.100 1.560 -0.930
H -2.517 1.960 -0.245
H -2.493 0.343 0.685
H -1.510 1.811 1.275
```

Properties
- strongest force on any atom (eV/A) = 5.31
- SMILES string = [H]/N=N/C(=[NH2+])[C@H](C)NC
- gap between HOMO and LUMO (alpha / beta) (eV) = 8.08 / 8.08
- HOMO (alpha / beta) (Ha) = -0.4830 / -0.4830
- LUMO level (alpha / beta) (eV) = -5.061 / -5.062
- energy above the lowest of the compared OMol25 structures with the same formula, charge and spin (kJ/mol) = 466.36
- total charge = +1

(6)
Below is a 2-piece molecular cluster, C4H11N4 overall, with properties calculated with ωB97M-V with the def2-TZVPD basis set.

Structure (XYZ):
```
19
Properties=species:S:1:pos:R:3
C 0.875 -0.035 -1.281
C 1.505 -0.253 0.812
C 0.407 0.774 0.750
C 0.706 -0.145 -2.738
N 1.662 -0.689 -0.543
N 0.102 0.901 -0.533
N -0.007 1.538 1.732
N -1.397 -0.952 1.101
H 2.446 0.177 1.170
H 1.274 -1.102 1.458
H -0.314 -0.439 -2.983
H 1.395 -0.889 -3.123
H 0.907 0.812 -3.218
H -0.601 1.509 -0.929
H -0.747 2.213 1.602
H 0.286 1.352 2.678
H -1.464 -1.283 2.058
H -1.166 -1.762 0.534
H -2.335 -0.674 0.831
```

Properties
- strongest force on any atom (eV/A) = 0.78
- gap between HOMO and LUMO (eV) = 10.82
- HOMO (Ha) = -0.5183
- LUMO level (eV) = -3.283
- energy above the lowest of the compared OMol25 structures with the same formula, charge and spin (kJ/mol) = 0.00
- total charge = +1

(7)
Below is a 2-piece molecular cluster, C4H11N4 overall, with properties calculated with ωB97M-V with the def2-TZVPD basis set.

Structure (XYZ):
```
19
Properties=species:S:1:pos:R:3
C 0.039 2.198 -0.351
C -1.430 -1.126 -0.160
C -2.598 -1.093 0.615
C 1.701 0.961 0.873
N 0.536 1.117 0.031
N -0.418 -1.219 -0.736
N 1.251 -2.148 -2.091
N 0.510 -1.054 -1.654
H 0.642 3.124 -0.279
H -0.923 2.080 -0.732
H -3.503 -1.112 -0.038
H -2.566 -0.114 1.282
H -2.799 -1.800 1.367
H 2.696 1.066 0.263
H 1.686 1.715 1.660
H 1.665 -0.009 1.363
H 0.922 -2.635 -2.888
H 2.240 -1.814 -2.107
H 0.876 -0.102 -1.536
```

Properties
- strongest force on any atom (eV/A) = 4.13
- gap between HOMO and LUMO (eV) = 9.80
- HOMO (Ha) = -0.4870
- LUMO level (eV) = -3.455
- energy above the lowest of the compared OMol25 structures with the same formula, charge and spin (kJ/mol) = 571.98
- total charge = +1

(8)
Below is an isolated ion of composition C4H11N4OS and charge +1, with properties calculated with ωB97M-V with the def2-TZVPD basis set.

Structure (XYZ):
```
21
Properties=species:S:1:pos:R:3
C -2.229 -0.346 0.067
C 2.478 0.569 -0.796
C 0.974 0.369 -0.899
C 2.460 -1.036 0.944
N 2.946 0.152 0.489
N -3.414 0.154 0.591
N -1.064 -0.042 0.587
N -2.215 -1.205 -0.940
O 2.156 -1.960 0.001
S 0.426 -0.984 0.329
H 2.891 -0.090 -1.557
H 2.731 1.555 -0.818
H 0.543 1.312 -0.422
H 0.559 0.002 -1.810
H 2.631 -1.324 1.906
H 3.126 1.002 0.991
H -3.461 0.939 1.265
H -4.218 -0.057 -0.050
H -1.086 0.638 1.310
H -2.878 -1.583 -1.523
H -1.356 -1.383 -1.337
```

Properties
- strongest force on any atom (eV/A) = 5.66
- gap between HOMO and LUMO (eV) = 10.19
- HOMO (Ha) = -0.4785
- LUMO level (eV) = -2.828
- energy above the lowest of the compared OMol25 structures with the same formula, charge and spin (kJ/mol) = 42.90
- total charge = +1